Entry 1:
This record from OMol25 describes a gas-phase ion, C21H29N3O2S2 (charge +2). The level of theory is ωB97M-V with the def2-TZVPD basis set.

The geometry in XYZ format:
```
57
Properties=species:S:1:pos:R:3:mulliken_charge:R:1
C -2.427 -1.841 -1.366 -0.103
N -2.603 -3.183 -0.744 0.118
C 6.642 0.076 -1.753 0.246
N -2.259 1.999 2.136 0.190
H -3.976 -4.809 -0.570 0.336
C 1.962 1.974 0.287 0.241
H 7.308 -0.031 0.408 0.324
C 2.161 0.871 -0.818 -0.587
H 1.200 1.373 3.215 0.421
H -3.486 -4.400 -2.288 0.292
H 5.414 3.327 -0.120 0.340
C -0.687 2.382 0.129 -0.482
H 3.564 -0.105 -2.362 0.383
H -3.812 -1.544 -3.171 0.326
C -5.144 -3.056 -1.350 -0.451
H 6.767 -1.646 -0.266 0.393
H -1.627 -1.913 -2.204 0.322
H 1.294 0.172 -1.047 0.448
C -2.587 -3.144 0.735 -0.066
C -3.748 -1.236 -2.055 -0.364
N 4.591 1.618 -1.244 0.182
H -3.671 2.466 3.783 0.332
H -2.019 -1.063 -0.624 -0.174
C -1.153 1.663 3.022 -0.022
O -4.922 -1.604 -1.294 -0.366
C -3.945 0.330 2.925 -0.597
C 3.506 0.729 -1.571 -0.193
H -3.000 2.628 0.112 0.356
H -2.387 -0.475 1.402 -0.057
S -3.933 -2.337 1.779 -0.055
H 3.075 3.734 1.364 0.420
H -5.779 -3.319 -2.265 0.310
H -3.690 -0.080 -2.072 0.213
C 6.512 -0.517 -0.265 -1.134
O 6.308 -0.966 -2.718 -0.523
C -2.098 2.370 0.759 -0.110
C -3.634 1.931 2.776 -0.812
H -5.764 -3.310 -0.407 0.309
H 6.582 2.315 -1.700 0.351
H 5.465 -0.384 0.178 0.245
C 3.158 2.913 0.581 -0.591
H -0.507 2.672 -0.968 0.427
S -1.288 -3.914 1.497 -0.111
H -5.086 0.252 3.046 0.449
C -3.521 -0.509 1.622 -0.051
H -4.455 2.319 2.064 0.329
C 5.868 1.462 -2.003 -0.781
C 0.554 1.985 1.017 0.455
H -1.351 1.399 4.127 0.361
C 0.321 1.634 2.527 -0.590
H 5.721 1.569 -3.138 0.311
H 7.766 0.293 -1.923 0.337
H -3.477 -0.036 3.899 0.357
H -4.142 -0.139 0.719 0.228
H 5.754 -1.658 -2.275 0.350
C -3.787 -3.918 -1.284 -0.566
C 4.474 2.678 -0.248 0.085
```

The maximum force comes out at 4.34 eV Å⁻¹. The multiplicity is 1. The calculation puts the total energy at -1927.7718 a.u. As for the net charge: +2. The LUMO energy is -0.2888 Ha. The calculation puts the HOMO energy at -12.495 eV. The orbital gap is 0.1704 hartree.

---

Entry 2:
This record from OMol25 describes C21H29N3O7S2 in the gas phase. The level of theory is ωB97M-V with the def2-TZVPD basis set.

The geometry in XYZ format:
```
62
Properties=species:S:1:pos:R:3:mulliken_charge:R:1
H 2.953 3.632 -6.824 0.411
H 1.993 2.310 -4.965 0.310
C 0.268 0.471 -1.083 0.745
O -2.160 -2.828 2.139 -0.688
H 1.353 -2.793 7.279 0.345
C 2.373 -0.502 -6.765 -0.516
H 4.159 2.525 -6.147 0.305
H -4.345 -1.728 3.435 0.285
H 0.335 -0.117 -7.398 0.305
C -1.448 -0.247 5.980 -0.439
N -1.862 -0.349 2.297 0.756
O -3.198 0.579 4.508 -0.342
O 3.870 -1.193 -4.452 -0.778
N -0.731 0.500 -0.115 0.148
H 1.187 1.895 -6.487 0.387
C 1.231 1.472 -1.211 -0.534
S 3.404 0.161 -4.365 1.417
H -1.382 -0.286 -0.140 0.039
H 2.972 -1.355 -6.441 0.389
H -5.041 -2.169 1.855 0.473
H 1.298 -1.559 -3.603 0.523
H -3.021 0.951 1.170 0.602
C 1.252 -0.716 -2.931 -0.625
C -0.131 -1.194 3.745 -0.651
C 0.939 -0.948 -7.043 -1.094
H -3.299 1.863 6.136 0.375
H -4.761 -0.455 2.256 0.295
H 0.939 -1.725 -7.803 0.407
H 0.486 -1.341 -6.137 0.234
H 0.364 -1.564 2.861 0.511
C 3.230 2.588 -6.706 -1.154
H 2.958 2.124 -2.314 0.544
H -1.926 0.098 6.882 0.515
C 0.286 -0.626 -1.950 -0.990
H 1.217 2.312 -0.537 0.553
C 2.194 1.371 -2.198 -0.385
O -2.835 -1.378 0.268 -0.792
H -4.184 0.323 6.318 0.369
H 3.379 2.155 -7.692 0.300
C -2.004 -0.046 4.731 0.588
C 2.199 0.284 -3.051 -0.329
C -1.323 -0.513 3.593 -0.549
O 0.196 -1.073 7.400 -0.460
S -2.743 -1.604 1.691 1.338
C -3.893 1.109 5.614 -1.054
C 0.419 -1.412 4.996 -0.798
N 2.441 0.456 -5.689 0.304
H 1.349 -1.950 5.075 0.396
C -0.941 1.407 0.868 0.514
H 2.249 -1.252 7.149 0.350
O -0.322 2.431 1.051 -0.676
O 4.375 1.205 -4.189 -0.703
C -0.237 -0.932 6.122 0.383
C -2.109 0.976 1.772 -0.965
H 1.548 -1.749 8.709 0.255
C 1.406 -1.757 7.629 -0.859
C -4.411 -1.470 2.387 -1.024
C 2.135 1.844 -5.943 -0.632
H 2.821 -0.094 -7.679 0.278
H -2.224 1.703 2.578 0.371
H -0.461 -1.398 -1.836 0.445
H -4.788 1.574 5.203 0.270
```

The maximum force comes out at 1.08 eV Å⁻¹. The multiplicity is 1. The calculation puts the total energy at -2304.9213 a.u. Its relative energy (zero: lowest compared OMol25 entry of this formula, charge and spin) is 0.00 kJ/mol. As for the net charge: 0. The LUMO energy is 0.0133 Ha. The calculation puts the HOMO energy at -8.474 eV. The orbital gap is 0.3247 hartree. Its SMILES is CCN(CC)S(=O)(=O)c1ccc(NC(=O)CN(c2ccc(OC)cc2OC)S(C)(=O)=O)cc1.

---

Entry 3:
This record from OMol25 describes 2 unconnected molecules or ions with the total composition C21H29N5O5. The level of theory is ωB97M-V with the def2-TZVPD basis set.

The geometry in XYZ format:
```
60
Properties=species:S:1:pos:R:3:mulliken_charge:R:1
C 0.025 2.936 2.215 0.001
H 2.578 0.699 -3.839 0.287
H -1.800 -0.144 7.369 0.297
O -0.578 1.249 6.409 -0.285
H 5.365 -0.902 -5.396 0.332
C 0.979 -0.698 -4.012 0.120
C -3.389 -0.461 1.232 -0.916
H 1.030 -1.758 -3.751 0.315
H 0.459 -1.981 -8.349 0.356
H 0.286 3.153 1.184 0.388
C -0.443 0.787 8.761 -1.224
H -0.853 3.644 5.203 0.474
C -0.705 0.840 5.125 0.315
H -1.116 -1.750 -7.551 0.290
C -0.553 3.172 4.272 -0.560
O 3.146 -2.003 -5.306 -0.713
H -2.513 -0.322 -1.192 0.262
C 3.318 -0.897 -4.811 0.813
H 2.140 1.126 1.284 0.490
H 1.392 -1.885 -6.221 0.305
H -1.508 1.110 -1.382 0.170
H -1.896 -3.393 0.373 0.398
C -0.980 -0.340 1.612 1.452
N -1.731 0.162 -1.601 -0.186
H 0.783 1.154 0.132 0.309
N -0.276 3.858 3.097 -0.727
H -0.573 0.018 9.528 0.384
C 4.674 -0.237 -4.879 -1.258
N 2.354 -0.215 -4.196 -0.160
O -1.251 -1.720 -2.603 -0.706
C -0.765 0.216 7.388 -0.156
H 1.582 -0.378 0.533 0.431
N 0.552 -1.331 -6.351 -0.101
H -0.104 -0.635 7.188 0.305
H -4.135 -2.328 0.447 0.365
C 0.271 0.375 2.097 -0.261
C -0.945 -0.569 -2.352 0.512
H 1.052 0.025 -1.977 0.295
C -3.259 -1.772 0.770 -0.655
C 0.132 -0.612 -5.304 0.219
C 0.361 0.052 -2.817 -0.917
H 5.036 -0.050 -3.870 0.334
C 1.254 0.584 0.938 -1.642
C -0.428 1.828 4.087 0.556
H 4.593 0.700 -5.427 0.339
N -0.030 1.660 2.767 0.208
H -4.369 0.004 1.280 0.386
O -1.026 -0.290 4.774 -0.616
C -0.872 -1.666 1.158 -0.714
C -2.259 0.251 1.647 -0.114
H 0.592 1.140 8.792 0.309
C -2.000 -2.373 0.733 -0.613
H -2.403 1.261 2.017 0.348
C -0.104 -1.354 -7.657 -0.992
H -1.108 1.625 8.990 0.314
H 0.178 1.089 -3.096 0.445
O -0.851 0.122 -5.373 -0.692
H 0.093 -2.163 1.136 0.436
H -0.165 -0.340 -8.054 0.306
H 0.762 -0.273 2.832 0.339
```

The maximum force comes out at 2.31 eV Å⁻¹. The multiplicity is 1. The calculation puts the total energy at -1467.6850 a.u. As for the net charge: 0. The LUMO energy is 0.0115 Ha. The calculation puts the HOMO energy at -9.275 eV. The orbital gap is 0.3523 hartree. Its SMILES is CCOC(=O)c1cncn1[C@H](C)c1ccccc1.CNC(=O)[C@H](CC(N)=O)NC(C)=O.

---

Entry 4:
This record from OMol25 describes a molecular structure, C21H30Br2N3O2SbZr. The level of theory is ωB97M-V with the def2-TZVPD basis set.

The geometry in XYZ format:
```
60
Properties=species:S:1:pos:R:3:mulliken_charge:R:1
H 3.971 0.613 -0.059 0.330
C -1.732 -2.574 -1.396 -0.228
H 3.197 0.236 -2.819 0.452
C -1.632 -1.868 3.049 -1.429
C -3.659 -2.701 -2.793 -0.230
C -2.584 0.883 -2.205 0.891
C 1.888 -0.290 -1.266 1.230
C 1.274 1.301 5.273 -1.247
H 4.939 0.926 -1.488 0.419
Zr -0.401 0.017 -0.180 0.407
H -0.938 -3.048 -0.831 0.557
H -2.425 -2.559 2.762 0.451
C -1.316 2.722 -1.516 -0.144
H 3.117 -2.448 -1.717 0.396
H -0.480 3.095 -0.937 0.479
C -3.371 1.693 -2.985 -0.826
H 2.299 0.955 5.144 0.379
H -2.001 3.435 2.478 0.409
Br -4.939 -3.669 -3.682 0.063
C 5.134 -1.897 -1.939 -0.600
H 1.192 2.324 4.904 0.368
H -0.901 2.886 3.729 0.350
C -0.535 2.000 1.770 -0.617
H -1.807 4.635 -2.306 0.493
H 1.077 1.332 6.347 0.370
H -2.597 -4.418 -2.011 0.487
C 4.374 0.159 -0.963 -0.670
H -4.426 -0.796 -3.418 0.549
O 1.218 -1.306 -0.889 -0.816
Br -4.169 4.179 -4.053 0.065
C -1.467 2.564 2.857 -1.380
H -0.775 0.670 4.766 0.422
N 3.643 -1.768 -2.273 -0.151
H 0.370 -0.674 4.977 0.525
C -2.054 3.582 -2.282 -0.834
H -1.226 1.828 0.914 0.544
C -3.127 3.074 -3.025 -0.267
H 5.380 -2.952 -1.850 0.403
C -2.652 -3.339 -2.059 -0.793
H -2.025 -1.214 3.824 0.413
O 1.357 0.853 -1.054 -0.590
C -1.172 -1.060 1.821 -0.460
H -0.888 -1.829 1.062 0.534
H -2.069 -0.524 1.436 0.500
H 6.271 -0.804 -0.459 0.414
N -1.570 1.388 -1.442 0.001
C 5.239 -1.074 -0.674 -0.574
H -0.810 -2.455 3.458 0.376
H -2.209 1.829 3.173 0.345
N -1.745 -1.214 -1.415 0.160
H 3.465 -1.980 -3.257 0.382
C -2.706 -0.590 -2.160 0.786
C -3.665 -1.299 -2.840 -0.754
H 5.680 -1.461 -2.775 0.349
C 3.244 -0.362 -1.908 -0.071
H -4.171 1.284 -3.584 0.544
H 4.864 -1.640 0.182 0.280
C 0.261 0.358 4.644 -0.633
H 0.186 2.744 1.425 0.650
Sb 0.604 0.248 2.513 0.542
```

The maximum force comes out at 0.16 eV Å⁻¹. The multiplicity is 1. The calculation puts the total energy at -6566.8830 a.u. Its relative energy (zero: lowest compared OMol25 entry of this formula, charge and spin) is 0.00 kJ/mol. As for the net charge: +4. The LUMO energy is -0.4829 Ha. The calculation puts the HOMO energy at -20.037 eV. The orbital gap is 0.2535 hartree.